Record 1
Here is a cluster of 14 separate species, H28O14 in total from the Open Molecules 2025 dataset. Energies are from wB97M-V/def2-TZVPD.

CARTESIAN COORDINATES (ANGSTROEM)
O: -0.093 3.843 -1.340
H: 0.099 4.438 -2.115
H: -0.976 3.520 -1.652
O: 1.532 -3.106 1.508
H: 2.144 -3.498 2.209
H: 0.766 -3.352 2.053
O: -2.695 -2.075 3.339
H: -2.148 -2.583 2.744
H: -3.339 -1.627 2.775
O: 1.976 4.070 1.375
H: 1.083 3.989 1.073
H: 2.768 3.539 1.334
O: -2.997 -0.254 1.085
H: -2.823 0.125 0.216
H: -2.867 0.648 1.499
O: 1.166 -4.081 -0.901
H: 0.926 -4.031 0.056
H: 1.992 -3.615 -1.010
O: 0.142 -2.951 -3.252
H: 0.429 -3.183 -4.131
H: 0.120 -3.729 -2.695
O: -1.598 1.956 1.483
H: -1.391 2.110 2.422
H: -1.238 2.787 1.139
O: 2.510 -0.332 0.418
H: 1.534 -0.279 0.265
H: 2.533 -1.237 0.095
O: -1.950 1.926 -2.783
H: -1.670 2.146 -1.893
H: -1.153 2.105 -3.348
O: -3.219 -1.325 -1.668
H: -2.843 -1.710 -0.879
H: -3.884 -0.661 -1.418
O: 5.036 0.854 1.494
H: 4.122 0.824 1.803
H: 4.956 0.638 0.566
O: -0.245 -0.356 -3.742
H: -0.208 -1.317 -3.913
H: -0.851 -0.321 -3.001
O: 0.810 1.986 3.247
H: 0.490 1.291 2.675
H: 1.054 2.828 2.867

Properties
Calculated total energy = -29117.885 eV
Charge = 0
Energy relative to the best compared isomer or geometry (same formula, charge and spin) = 3.7667 eV
Orbital gap = 10.2 eV



Record 2
Here is a cluster of 14 separate species, H28O14 in total from the Open Molecules 2025 dataset. Energies are from wB97M-V/def2-TZVPD.

CARTESIAN COORDINATES (ANGSTROEM)
O: 2.304 0.772 0.895
H: 1.611 1.456 1.041
H: 3.133 1.264 0.876
O: -2.747 -2.548 0.163
H: -2.057 -3.157 0.447
H: -2.531 -1.717 0.594
O: -2.852 0.581 1.825
H: -3.072 1.385 2.308
H: -2.377 0.042 2.475
O: -1.813 -0.742 -2.782
H: -1.268 -1.411 -2.333
H: -2.435 -0.431 -2.100
O: 2.623 -1.260 -2.137
H: 2.066 -0.477 -2.022
H: 3.168 -1.323 -1.335
O: -0.312 2.707 -1.654
H: -1.193 3.069 -1.490
H: 0.301 3.432 -1.475
O: 1.195 0.869 -3.266
H: 0.368 1.077 -2.809
H: 1.675 1.701 -3.297
O: -0.212 -2.811 -1.469
H: 0.479 -3.458 -1.641
H: 0.242 -2.050 -1.083
O: 0.224 2.582 1.227
H: -0.160 2.911 0.392
H: 0.475 3.367 1.730
O: 3.966 -1.576 0.395
H: 3.257 -1.057 0.802
H: 3.939 -2.416 0.865
O: -3.288 0.745 -0.864
H: -3.234 1.681 -1.073
H: -3.236 0.691 0.118
O: -0.810 0.658 3.722
H: -0.287 0.560 4.524
H: -0.181 0.901 3.030
O: 1.177 -2.339 1.731
H: 0.672 -1.692 1.206
H: 1.335 -1.902 2.573
O: -0.082 -0.406 0.058
H: 0.704 0.165 0.157
H: -0.767 0.160 -0.323

Properties
Calculated total energy = -29120.384 eV
Charge = 0
Energy relative to the best compared isomer or geometry (same formula, charge and spin) = 1.2677 eV
Orbital gap = 8.7 eV



Record 3
Here is a cluster of 14 separate species, H28O14 in total from the Open Molecules 2025 dataset. Energies are from wB97M-V/def2-TZVPD.

CARTESIAN COORDINATES (ANGSTROEM)
O: 2.445 42.011 30.107
H: 1.932 42.072 30.866
H: 2.196 42.592 29.376
O: 2.212 40.932 26.259
H: 1.593 41.146 26.889
H: 3.066 41.633 26.321
O: 3.628 40.904 32.498
H: 4.482 40.476 32.820
H: 2.986 40.898 33.203
O: 0.083 39.729 31.076
H: -0.001 40.607 30.673
H: -0.145 40.022 31.858
O: 0.002 42.279 29.636
H: -1.054 42.324 29.593
H: 0.455 42.746 29.011
O: 0.491 42.373 27.253
H: -0.324 41.802 27.116
H: 0.421 43.029 26.470
O: 3.273 39.155 30.106
H: 3.347 38.694 30.969
H: 3.081 40.071 30.342
O: 3.373 43.889 28.497
H: 3.756 43.967 27.583
H: 3.713 44.821 28.921
O: 0.924 43.299 32.094
H: 1.697 43.859 31.708
H: 0.471 43.343 31.389
O: 5.689 42.271 29.434
H: 6.197 42.428 28.705
H: 4.800 42.391 29.132
O: 1.103 39.014 28.110
H: 1.527 39.637 28.843
H: 1.601 39.171 27.250
O: 0.001 41.228 33.288
H: 0.439 41.963 32.987
H: 0.547 40.976 34.128
O: 3.923 43.812 31.843
H: 3.479 43.110 31.519
H: 3.997 43.298 32.720
O: 0.219 45.108 28.187
H: -0.426 44.343 28.144
H: 0.982 44.629 27.973

Properties
Calculated total energy = -29115.194 eV
Charge = 0
Energy relative to the best compared isomer or geometry (same formula, charge and spin) = 6.4582 eV
Orbital gap = 9.1 eV



Record 4
Here is a structure of composition H2I2NP from the Open Molecules 2025 dataset. Energies are from wB97M-V/def2-TZVPD.

CARTESIAN COORDINATES (ANGSTROEM)
N: -0.216 1.389 -0.051
P: -0.764 -2.289 0.137
I: 0.329 -0.497 1.240
I: 0.695 -2.596 -1.647
H: 0.594 1.901 -0.316
H: -0.637 2.091 0.637

Properties
Calculated total energy = -27010.294 eV
Charge = 0
Energy relative to the best compared isomer or geometry (same formula, charge and spin) = 3.5098 eV
Orbital gap (spin up / spin down) = 7.2 / 6.4 eV



Record 5
Here is a structure of composition H2IO from the Open Molecules 2025 dataset. Energies are from wB97M-V/def2-TZVPD.

CARTESIAN COORDINATES (ANGSTROEM)
O: -0.816 0.303 0.353
H: 0.135 0.081 0.231
H: -1.122 0.584 -0.539
I: 1.802 -0.968 -0.046

Properties
Calculated total energy = -10182.846 eV
Charge = -1
Energy relative to the best compared isomer or geometry (same formula, charge and spin) = 0.5475 eV
Orbital gap = 7.5 eV



Record 6
Here is a cluster of 2 separate species, H2IO2PS in total from the Open Molecules 2025 dataset. Energies are from wB97M-V/def2-TZVPD.

CARTESIAN COORDINATES (ANGSTROEM)
O: -0.285 0.502 -0.627
O: 0.873 -0.997 1.585
P: 1.401 -1.083 0.120
S: 2.060 -2.835 -0.448
I: 3.173 0.637 -0.039
H: -1.144 0.309 -0.278
H: 0.674 -0.014 1.716

Properties
Calculated total energy = -32351.137 eV
Charge = 0
Energy relative to the best compared isomer or geometry (same formula, charge and spin) = 3.2372 eV
Orbital gap = 7.5 eV



Record 7
Here is a structure of composition H2InO from the Open Molecules 2025 dataset. Energies are from wB97M-V/def2-TZVPD.

CARTESIAN COORDINATES (ANGSTROEM)
In: -27.527 -12.859 -28.882
O: -25.317 -12.007 -27.118
H: -24.854 -11.335 -27.618
H: -24.673 -12.321 -26.483

Properties
2S+1 = 2
Calculated total energy = -7229.937 eV
Charge = +2
Orbital gap (spin up / spin down) = 12.5 / 5.4 eV



Record 8
Here is a structure of composition H2InO9P2 from the Open Molecules 2025 dataset. Energies are from wB97M-V/def2-TZVPD.

CARTESIAN COORDINATES (ANGSTROEM)
In: -2.535 -6.683 -2.703
P: -5.911 -6.770 -3.145
O: -6.930 -7.813 -2.645
O: -5.130 -6.351 -1.836
O: -6.574 -5.453 -3.597
O: -4.895 -7.229 -4.199
P: -3.200 -3.665 -4.284
O: -4.473 -3.297 -5.035
O: -2.136 -2.546 -4.345
O: -2.629 -4.977 -4.916
O: -3.389 -4.072 -2.786
O: -2.610 -5.570 -0.065
H: -2.415 -4.665 0.192
H: -3.229 -5.917 0.583

Properties
Calculated total energy = -42207.041 eV
Charge = -3
Energy relative to the best compared isomer or geometry (same formula, charge and spin) = 3.7235 eV
Orbital gap = 3.3 eV